{"formula": "C5H8N2", "method": "ωB97M-V/def2-TZVPD", "e_lumo_ev": 0.91, "spin_multiplicity": 1, "smiles": "Cc1cn(C)cn1", "homo_energy_ev": -8.5, "symbols": ["C", "N", "C", "N", "C", "C", "C", "H", "H", "H", "H", "H", "H", "H", "H"], "xyz": [[-0.05411, 1.23570, -2.00167], [0.35136, 0.23930, -1.02606], [1.53992, 0.12101, -0.36102], [1.40514, -0.45147, 0.81005], [0.05356, -0.70260, 0.93766], [-0.61615, -1.11757, 2.20598], [-0.59261, -0.31843, -0.19529], [-0.95750, 1.71436, -1.61123], [0.71261, 2.00548, -2.09754], [-0.28138, 0.80386, -2.97899], [2.48297, 0.43754, -0.79503], [-0.03726, -1.84427, 2.77759], [-0.77020, -0.23391, 2.83816], [-1.60412, -1.53394, 1.98417], [-1.63224, -0.35509, -0.48678]], "mulliken_charge": [-0.86, 0.11, -0.13, -0.66, 0.49, -1.08, -0.47, 0.33, 0.34, 0.26, 0.41, 0.32, 0.23, 0.31, 0.40]}

=====

{"formula": "C5H8N2", "method": "ωB97M-V/def2-TZVPD", "e_lumo_ev": 0.30, "spin_multiplicity": 1, "homo_energy_ev": -7.6, "symbols": ["C", "C", "C", "C", "C", "N", "N", "H", "H", "H", "H", "H", "H", "H", "H"], "xyz": [[-1.32652, 2.33520, -0.56365], [-0.85521, 2.73409, 0.68171], [-0.37546, 1.20609, 1.30833], [-1.08023, 0.99673, -0.86803], [1.24965, -1.34539, 0.60396], [-0.36603, 0.40210, 0.05671], [-0.02497, -0.96034, -0.07884], [-1.94864, 2.99342, -1.14572], [0.57897, 1.15523, 1.74823], [-1.34849, 1.06324, 1.89370], [-1.40102, 0.58670, -1.76296], [1.98611, -0.66161, 0.23937], [1.13852, -1.27779, 1.70515], [1.43434, -2.39287, 0.40184], [-0.72897, -1.58956, -0.10199]], "mulliken_charge": [-0.38, -0.60, -0.52, -0.15, -0.75, 0.27, -0.50, 0.35, 0.47, 0.25, 0.47, 0.28, 0.27, 0.34, 0.19]}

=====

{"formula": "C5H8N2", "method": "ωB97M-V/def2-TZVPD", "e_lumo_ev": 1.06, "spin_multiplicity": 1, "smiles": "C=NN1CC=CC1", "homo_energy_ev": -8.3, "symbols": ["C", "C", "C", "C", "C", "H", "H", "H", "H", "H", "H", "H", "H", "N", "N"], "xyz": [[2.09265, -0.10784, -1.36809], [0.48887, -0.16347, 0.81001], [-0.83065, -0.51703, 1.44863], [-1.92091, -0.06530, 0.81142], [-1.35721, 0.43316, -0.52489], [2.72003, -0.14298, -0.43886], [2.70924, -0.10925, -2.16615], [1.10678, 0.46747, 1.51791], [1.03609, -1.03476, 0.54320], [-0.89009, -0.53290, 2.56607], [-2.89327, -0.11798, 1.06602], [-1.55318, 1.41321, -0.86196], [-1.69531, -0.10077, -1.45686], [0.87152, 0.15545, -1.49017], [0.11544, 0.42300, -0.45628]], "mulliken_charge": [-0.36, -0.36, -0.57, -0.29, -0.80, 0.25, 0.32, 0.23, 0.34, 0.27, 0.53, 0.37, 0.30, -0.70, 0.47]}

=====

{"formula": "C5H8N2", "method": "ωB97M-V/def2-TZVPD", "e_lumo_ev": 0.92, "spin_multiplicity": 1, "homo_energy_ev": -7.6, "symbols": ["C", "N", "C", "C", "C", "C", "N", "H", "H", "H", "H", "H", "H", "H", "H"], "xyz": [[-0.22731, 0.08951, -2.52926], [0.56085, -0.02786, -1.28437], [-0.10055, -0.56348, -0.02808], [0.09716, 0.02590, 1.29732], [-0.60159, 0.69068, 2.40572], [1.04790, -0.77719, 0.93876], [1.76846, 0.06657, -1.28517], [-0.44802, -0.91527, -2.90495], [0.43677, 0.59947, -3.22512], [-1.15916, 0.64175, -2.38378], [-1.02998, -1.11580, -0.26166], [-0.28674, 0.21285, 3.33933], [-1.67965, 0.54601, 2.28810], [-0.38198, 1.75635, 2.45483], [2.00383, -1.22949, 1.17833]], "mulliken_charge": [-0.86, 0.63, -0.41, 0.37, -1.01, -0.44, -0.84, 0.32, 0.33, 0.29, 0.36, 0.28, 0.32, 0.28, 0.39]}

=====

{"formula": "C5H8N2", "method": "ωB97M-V/def2-TZVPD", "e_lumo_ev": 0.92, "spin_multiplicity": 1, "smiles": "C#C/C(=N/C)NC", "homo_energy_ev": -8.7, "symbols": ["C", "C", "C", "C", "C", "H", "H", "H", "H", "H", "H", "H", "H", "N", "N"], "xyz": [[1.46161, 1.42513, 0.12411], [-0.13021, -0.55154, -0.08828], [-2.55928, -0.34623, -0.03502], [1.03321, -1.31437, -0.04316], [2.11031, -1.91942, -0.04827], [1.63184, 2.41621, -0.37459], [1.54657, 1.55332, 1.28993], [2.29943, 0.84919, -0.37659], [-0.62971, 1.45013, -0.24847], [-3.40025, -1.11808, -0.09068], [-2.72452, 0.12631, 1.02942], [-2.52209, 0.36390, -0.91007], [2.93126, -2.65876, -0.03709], [0.23924, 0.80750, -0.28125], [-1.28741, -1.08328, 0.09000]], "mulliken_charge": [-0.85, 0.07, -0.77, -0.20, 0.24, 0.32, 0.25, 0.29, 0.24, 0.26, 0.26, 0.28, 0.39, -0.23, -0.55]}

=====

{"formula": "C5H8N2", "method": "ωB97M-V/def2-TZVPD", "e_lumo_ev": 0.22, "spin_multiplicity": 1, "homo_energy_ev": -9.7, "symbols": ["C", "C", "C", "N", "C", "C", "N", "H", "H", "H", "H", "H", "H", "H", "H"], "xyz": [[1.64490, -1.02416, 0.42143], [0.20806, -0.54198, 0.45973], [-0.61216, -0.11152, 1.60420], [-0.08166, 0.84726, 0.55546], [-0.94178, 1.39345, -0.84179], [-0.33454, 0.84625, -2.06326], [-0.19540, 0.16241, -2.99196], [2.31842, -0.78865, 1.26418], [2.19052, -0.67784, -0.46127], [1.51123, -2.09286, 0.37987], [-0.88464, -1.28194, -0.70122], [-1.66138, -0.33167, 1.48885], [-0.20849, -0.05670, 2.63283], [-1.98188, 1.24750, -1.24734], [-0.97120, 2.41044, -0.49969]], "mulliken_charge": [-1.15, 0.16, -0.38, -0.37, -0.42, 0.35, -0.43, 0.32, 0.28, 0.33, 0.19, 0.27, 0.26, 0.21, 0.38]}

=====

{"formula": "C5H8N2", "method": "ωB97M-V/def2-TZVPD", "e_lumo_ev": [-0.58, -0.53], "spin_multiplicity": 1, "homo_energy_ev": [-8.3, -8.2], "symbols": ["C", "C", "C", "C", "N", "C", "N", "H", "H", "H", "H", "H", "H", "H", "H"], "xyz": [[0.16849, 1.94541, 1.06358], [-0.54638, 0.76606, 0.42914], [0.31913, -0.38713, 0.18923], [0.21073, -1.33801, -0.81417], [1.28341, -2.09675, -1.23005], [-1.11137, -1.70764, -1.07584], [-1.78804, 0.78116, 0.10554], [-0.54553, 2.67456, 1.45719], [0.81337, 1.61829, 1.88631], [0.80881, 2.44462, 0.32695], [1.17056, -0.48817, 0.86590], [1.04689, -3.04192, -1.49921], [2.12630, -2.02058, -0.67650], [-1.77483, -0.86037, -1.29298], [-2.18154, 1.71049, 0.26493]], "mulliken_charge": [-1.20, 0.98, -0.75, 0.62, -0.52, -0.53, -0.71, 0.37, 0.31, 0.29, 0.23, 0.26, 0.22, 0.21, 0.22]}

=====

{"formula": "C5H8N2", "method": "ωB97M-V/def2-TZVPD", "e_lumo_ev": 0.72, "spin_multiplicity": 1, "homo_energy_ev": -7.5, "symbols": ["C", "N", "C", "N", "C", "C", "C", "H", "H", "H", "H", "H", "H", "H", "H"], "xyz": [[0.38859, 0.89718, 2.13365], [0.34914, 0.28077, 0.82010], [-0.33519, -0.78743, 0.43326], [-0.01554, -1.01351, -0.88999], [0.99007, -0.10616, -1.33887], [-0.95279, -0.95386, -2.04446], [1.10045, 0.73156, -0.27128], [0.27880, 1.98114, 2.00824], [-0.43426, 0.52442, 2.74808], [1.34474, 0.69811, 2.62945], [-0.90605, -1.38075, 1.15483], [-0.54493, -1.56405, -2.85341], [-1.95735, -1.22897, -1.74565], [-0.98125, 0.07895, -2.45100], [1.58888, 1.69020, -0.23597]], "mulliken_charge": [-0.81, 0.17, -0.05, 0.09, -1.17, -0.76, -0.07, 0.31, 0.30, 0.30, 0.36, 0.30, 0.32, 0.31, 0.41]}

=====

{"formula": "C5H8N2", "method": "ωB97M-V/def2-TZVPD", "e_lumo_ev": [0.56, 0.56], "spin_multiplicity": 1, "smiles": "[H]/N=C(\\C)C=C=NC", "homo_energy_ev": [-9.4, -9.4], "symbols": ["C", "C", "C", "C", "C", "N", "N", "H", "H", "H", "H", "H", "H", "H", "H"], "xyz": [[0.60680, -0.84492, 0.58008], [0.87829, -0.00432, -0.34500], [-0.02171, 1.09376, -0.63700], [0.43188, 2.20500, -1.54615], [-0.48607, -2.66811, 1.72250], [-1.13706, 1.18345, -0.06480], [0.36645, -1.54274, 1.78954], [1.84078, 0.00220, -1.03102], [-0.46706, 2.57278, -1.91353], [0.85742, 3.07057, -1.24591], [0.97525, 1.72326, -2.26186], [0.10835, -3.62819, 1.64231], [-1.15094, -2.73202, 0.91445], [-1.11408, -2.48512, 2.68713], [-1.68829, 2.05441, -0.29074]], "mulliken_charge": [0.36, -0.70, 1.09, -1.40, -0.62, -0.71, -0.35, 0.19, 0.38, 0.36, 0.38, 0.27, 0.30, 0.24, 0.23]}

=====

{"formula": "C5H8N2", "method": "ωB97M-V/def2-TZVPD", "e_lumo_ev": 1.05, "spin_multiplicity": 1, "smiles": "Cc1c[nH]c(N)c1", "homo_energy_ev": -7.5, "symbols": ["C", "C", "C", "N", "C", "N", "C", "H", "H", "H", "H", "H", "H", "H", "H"], "xyz": [[1.38284, 1.63126, 0.84565], [0.30733, 0.62660, 0.57280], [0.14228, -0.55608, 1.19953], [-0.78653, -1.36519, 0.48281], [-0.98180, -0.65447, -0.73180], [-1.27228, -1.43382, -1.85244], [-0.54412, 0.62260, -0.61739], [2.33670, 1.29969, 0.41440], [1.15116, 2.60658, 0.40899], [1.52769, 1.75171, 1.92167], [0.77925, -1.06287, 1.90996], [-1.68376, -1.36242, 0.98533], [-0.65097, -1.14445, -2.60207], [-1.02626, -2.39088, -1.61210], [-0.68154, 1.43175, -1.32534]], "mulliken_charge": [-1.13, 0.94, -0.82, -0.40, 0.35, -0.64, -0.83, 0.24, 0.34, 0.32, 0.37, 0.28, 0.27, 0.31, 0.41]}

=====

{"formula": "C5H8N2", "method": "ωB97M-V/def2-TZVPD", "e_lumo_ev": 0.61, "spin_multiplicity": 1, "homo_energy_ev": -7.8, "symbols": ["C", "C", "C", "N", "C", "N", "C", "H", "H", "H", "H", "H", "H", "H", "H"], "xyz": [[1.43591, -0.12376, -1.83896], [0.32164, -0.06818, -0.83805], [-0.23565, -1.25850, -0.22941], [-0.73221, -0.85967, 0.93465], [-0.56201, 0.52007, 1.13591], [-1.03501, 1.03952, 2.36293], [0.15560, 1.10746, 0.10958], [1.58415, 0.86056, -2.29012], [2.36434, -0.39718, -1.34080], [1.23658, -0.86128, -2.61913], [-0.29447, -2.28746, -0.57075], [-1.20724, -1.47151, 1.59461], [-0.49890, 1.87768, 2.54521], [-1.99998, 1.34581, 2.29370], [-0.54527, 0.51994, -1.27927]], "mulliken_charge": [-1.21, 0.96, -0.56, 0.01, 0.49, -0.60, -1.45, 0.35, 0.29, 0.35, 0.39, 0.26, 0.30, 0.25, 0.16]}

=====

{"formula": "C5H8N2", "method": "ωB97M-V/def2-TZVPD", "e_lumo_ev": 1.10, "spin_multiplicity": 1, "smiles": "C/N=C1/[C@@H]2[C@H](C)N12", "homo_energy_ev": -9.5, "symbols": ["C", "C", "C", "C", "N", "N", "C", "H", "H", "H", "H", "H", "H", "H", "H"], "xyz": [[-2.07014, 0.13842, -0.06978], [-1.02558, -0.32218, -1.05904], [0.08982, 0.54392, -1.51618], [0.73515, 0.61142, -0.24003], [1.55404, 1.02713, 0.61236], [0.30578, -0.69070, -0.60137], [1.95585, -0.16802, 1.47079], [-1.64641, 0.81230, 0.68362], [-2.86677, 0.66353, -0.60248], [-2.50762, -0.72169, 0.45083], [-1.38025, -1.03417, -1.80271], [0.62139, 0.56318, -2.46293], [1.34999, -1.08589, 1.32793], [2.97996, -0.55710, 1.33012], [1.90479, 0.21984, 2.47886]], "mulliken_charge": [-1.15, 0.24, -0.23, 0.62, -0.56, -0.51, -0.75, 0.29, 0.30, 0.30, 0.33, 0.24, 0.30, 0.27, 0.29]}

=====

For the records above, the corresponding energy above the lowest of the compared OMol25 structures with the same formula, charge and spin values read 7.4; 126.5; 80.7; 121.8; 83.3; 145.8; 100.0; 82.4; 97.5; 33.3; 82.4; 81.5 kcal/mol.